Below is a cluster of 2 separate species, C10H9BrN3S in total in a non-equilibrium geometry, with properties calculated with ωB97M-V/def2-TZVPD.

```
24
C10H9BrN3S, DFT ωB97M-V/def2-TZVPD
C -3.15559 1.01799 1.06889
C -2.01610 0.85440 1.83155
C -3.32483 0.33802 -0.13801
C -1.00087 0.06997 1.39920
C -2.25843 -0.48647 -0.58136
C 3.15075 0.90286 -1.00908
C 3.03395 1.20405 1.37886
C -1.14781 -0.69900 0.19156
C 2.21192 0.11954 -0.25822
C 1.39370 -0.78552 -0.99569
N 2.17429 0.34516 1.10180
N -0.22729 -1.67686 0.00310
N 1.47326 -1.26559 -2.18958
S 4.04750 1.81075 0.09193
Br -0.71375 -3.27299 -0.83448
H -4.11807 1.56775 1.36550
H -2.18712 1.33529 2.87582
H -4.28241 0.58851 -0.70995
H -0.09304 -0.25650 1.91911
H -2.62524 -1.02890 -1.54334
H 3.56543 0.78799 -2.02792
H 3.06167 1.59579 2.46395
H 2.20486 -1.02620 -2.80706
H 0.83322 -2.04004 -2.59656
```

Computed properties:
Relative energy (zero: lowest compared OMol25 entry of this formula, charge and spin): 62.30 kcal/mol
Largest force on an atom: 0.09113 hartree/bohr
Orbital gap (spin up / spin down): 6.99 / 6.99 eV
LUMO energy (spin up / spin down): -4.85 / -4.85 eV
Charge: +1
E_tot: -95852.2341 eV
HOMO (spin up / spin down): -11.84 / -11.84 eV